No. 1
Formula: C3H7O3Si
Source: OMol25
Level of theory: ωB97M-V with the def2-TZVPD basis set

Last column: natural (NBO) charge in e.
Geometry (Å):
H (-1.3585, -0.2767, 2.0916)  0.22
C (-1.0950, -0.8065, 1.2403)  -0.60
H (2.0461, 0.7516, -1.6920)  -0.24
H (0.7200, -0.8752, -2.9494)  -0.30
H (-0.9759, -2.0059, 1.3479)  0.18
H (1.0933, -0.6175, 1.3981)  0.17
Si (0.5559, 0.3015, -1.8127)  1.24
C (0.2276, -0.3981, 0.7017)  -0.01
O (0.2989, 1.7598, 1.7187)  -0.70
O (0.4292, -0.8663, -0.5941)  -0.89
H (-0.9125, 0.8826, -2.2651)  -0.24
C (0.2965, 1.1236, 0.6857)  0.75
O (0.5294, 1.6035, -0.4526)  -0.78
H (-1.8550, -0.5764, 0.5819)  0.20

Computed properties:
* Kohn-Sham gap: 8.91 eV
* total charge: -1
* relative energy (zero: lowest compared OMol25 entry of this formula, charge and spin): 145.1 kJ/mol

No. 2
Formula: C13H27ClGdIN2OP2
Source: OMol25
Level of theory: ωB97M-V with the def2-TZVPD basis set

Last column: Löwdin charge in e.
Geometry (Å):
H (-0.3560, 1.4351, 1.0157)  0.09
N (0.2185, -0.5450, 1.3366)  -0.09
H (-4.8748, -0.6546, -1.8885)  0.06
C (-3.2814, 1.1523, 0.3344)  -0.27
Cl (-0.1843, -3.1462, -0.0186)  -0.06
N (-0.2410, 0.2552, 5.4188)  0.15
H (-2.7046, 1.1433, 1.2688)  0.02
P (-2.7423, -0.2457, -0.7348)  0.71
P (2.6627, -0.4494, -0.8135)  0.70
H (-3.4813, -0.7022, -2.9872)  0.03
H (4.1379, 0.9387, 0.6109)  0.08
C (3.0754, 0.9473, 0.3113)  -0.25
C (3.8204, -0.1675, -2.2025)  -0.27
C (3.4541, -1.8529, 0.0597)  -0.24
H (0.0500, 2.5726, -4.7067)  0.16
O (0.1178, 2.1793, -1.8107)  0.28
H (2.8281, 1.8892, -0.1995)  0.04
H (2.9188, -2.7754, -0.1896)  0.03
C (-0.3293, 0.9821, 3.1229)  -0.01
C (-3.4738, -1.6153, 0.2454)  -0.26
H (0.9510, 0.9940, -4.6487)  0.16
H (-4.1035, 0.8802, -2.4184)  0.05
H (1.0968, -2.3440, 1.9421)  0.05
H (0.9471, -1.9257, 4.3718)  0.13
C (0.0992, 1.6439, -2.8650)  -0.08
C (-0.1729, 0.6719, 1.7759)  -0.21
C (-3.9268, -0.1650, -2.1384)  -0.27
C (0.5849, -1.1798, 3.6549)  0.01
H (3.4008, -1.7129, 1.1449)  0.05
C (0.6584, -1.4112, 2.2905)  -0.21
H (-2.9582, -2.5536, 0.0170)  0.01
Gd (-0.0415, -1.0821, -1.5694)  0.48
C (0.0003, 0.0237, 4.0998)  -0.30
H (-0.7046, 1.9518, 3.4386)  0.12
H (-3.3587, -1.4170, 1.3172)  0.06
H (-0.0628, -0.4434, 6.1241)  0.12
C (0.0510, 1.5507, -4.2862)  0.07
H (2.4578, 0.8859, 1.2163)  0.03
H (4.5026, -1.9541, -0.2408)  0.06
H (-3.0662, 2.1029, -0.1696)  0.04
H (-4.5401, -1.7169, 0.0106)  0.06
H (4.8037, -0.6022, -1.9755)  0.06
I (-0.0585, -3.4491, -3.2353)  0.15
H (-4.3504, 1.1238, 0.6047)  0.08
H (3.9044, 0.9124, -2.3866)  0.05
H (3.4083, -0.6675, -3.0909)  0.04
H (-0.7011, 1.1011, 5.7204)  0.12
H (-0.8780, 1.0131, -4.6055)  0.16

Computed properties:
* Kohn-Sham gap (alpha / beta): 3.40 / 3.42 eV
* total charge: +2
* spin multiplicity: 8
* relative energy (zero: lowest compared OMol25 entry of this formula, charge and spin): 79.0 kJ/mol

No. 3
Formula: C4H6N2O
Source: OMol25
Level of theory: ωB97M-V with the def2-TZVPD basis set

Last column: natural (NBO) charge in e.
Geometry (Å):
C (0.8344, 0.0797, 0.2736)  -0.21
H (1.0793, -1.4195, -1.2655)  0.22
C (-1.4547, 1.9639, 0.1314)  0.64
N (-0.6005, 0.1857, 0.4604)  -0.56
H (1.1170, 0.9829, -0.3631)  0.19
C (-1.2452, -0.7348, -0.1095)  0.37
H (2.2782, -1.3541, -0.0214)  0.22
C (1.1930, -1.2732, -0.2069)  -0.63
H (-2.4928, 1.7706, -0.0585)  0.19
O (-0.7852, 2.9112, 0.0511)  -0.42
H (1.3686, 0.4074, 1.2413)  0.19
N (-1.8414, -1.6456, -0.5013)  -0.42
H (0.5494, -1.8742, 0.3684)  0.23

Computed properties:
* Kohn-Sham gap: 8.66 eV
* total charge: 0
* relative energy (zero: lowest compared OMol25 entry of this formula, charge and spin): 377.1 kJ/mol

No. 4
Formula: C12H10BNO12P
Source: OMol25
Level of theory: ωB97M-V with the def2-TZVPD basis set

Last column: natural (NBO) charge in e.
Geometry (Å):
C (0.1739, 0.2538, 2.7001)  0.27
H (-1.1117, 2.6167, 5.5493)  0.22
H (1.1389, 1.1379, 0.6242)  0.28
C (2.2428, 0.6639, -1.8341)  0.66
C (-0.0971, 3.5076, 3.4973)  -0.26
O (3.2772, -1.3188, -2.2580)  -0.64
H (-0.9045, -0.1408, 4.8938)  0.23
N (-3.4673, -0.4135, -0.5592)  -0.92
O (3.1590, -0.8661, -4.6284)  -0.64
H (0.2750, -1.4891, 0.2875)  0.21
O (1.9233, 1.6858, -1.2487)  -0.56
O (1.7705, 0.3086, -3.0373)  -0.63
O (3.0365, -1.9366, -6.6179)  -0.55
H (-0.1701, 4.6368, 3.8168)  0.22
C (0.5466, 3.0798, 2.0270)  -0.22
C (-0.3985, -1.6180, 1.2332)  0.22
O (-1.6921, -0.9283, 1.1979)  -0.55
O (0.8679, -3.3378, -5.3507)  -0.55
C (1.5500, -2.4613, -4.8447)  0.66
H (-4.1262, -2.0163, 1.5134)  -0.03
P (-4.4385, -0.7104, 0.9443)  1.48
H (-3.7310, 0.5807, -0.8129)  0.43
H (-0.6059, -2.7860, 1.3484)  0.18
H (0.9194, 3.8971, 1.2474)  0.25
C (-0.6361, 2.3027, 4.5170)  -0.24
H (-5.8673, -0.7028, 0.6127)  -0.04
C (0.6637, 1.4488, 1.6735)  -0.25
O (0.2907, -1.1930, 2.4617)  -0.55
C (-0.5180, 0.7043, 4.1537)  -0.25
O (-4.2709, 0.4796, 2.0142)  -1.05
O (-1.1584, 0.3263, -0.9111)  -0.55
B (2.3982, -0.9717, -3.3792)  1.13
O (3.7666, -0.3055, -0.2953)  -0.54
C (2.6354, -1.7601, -5.4790)  0.65
C (-1.9940, -0.3302, -0.1070)  0.89
C (3.1654, -0.3328, -1.3570)  0.65
O (1.3864, -2.0113, -3.5928)  -0.64

Computed properties:
* Kohn-Sham gap: 8.43 eV
* total charge: -1